Record 1
20
Properties=species:S:1:pos:R:3:forces:R:3 method="wB97M-V/def2-TZVPD" orbital_gap_ev=6.39 largest_force_ev_per_a=3.99 homo_ev=-3.440 total_charge=-1 lumo_ev=2.946 e_above_lowest_kj_mol=0.0
C -1.75704 1.82992 0.27577 -0.54 -1.67 0.64
C -1.41251 -0.14261 1.08366 -0.19 2.78 -0.42
C -0.90091 2.52120 -0.63962 0.12 -0.32 1.22
C 1.69715 0.44906 1.25036 -0.29 -1.11 -3.82
C -0.10415 -0.52876 -1.76603 1.39 2.06 -1.25
C 0.91883 -2.43346 0.61176 -0.77 0.50 -0.20
O -0.82097 3.01476 0.62407 -0.04 -0.20 -0.84
O -0.33767 2.69586 -1.67454 -0.02 0.56 -0.06
Si 0.22115 -0.63336 0.29120 0.81 0.07 -1.91
I -3.10103 -0.91718 0.04671 -0.33 -0.50 -0.05
H -2.85243 2.17691 0.27215 1.55 -0.88 0.30
H 1.41387 1.47403 1.22437 -0.19 0.92 0.15
H 1.71045 0.07508 2.22471 0.12 -0.58 1.61
H 2.71072 0.34020 0.73247 -1.34 -0.02 0.74
H -0.23110 0.60867 -2.18615 0.48 -2.78 1.24
H 0.59621 -1.02774 -2.52895 -0.18 0.71 1.40
H -1.02363 -0.99857 -2.10081 -0.52 -0.14 0.76
H 1.83095 -2.72915 0.11122 0.37 0.53 -0.49
H 1.15321 -2.47397 1.64329 0.42 0.16 1.40
H 0.28889 -3.30087 0.50437 -0.84 -0.10 -0.43



Record 2
17
Properties=species:S:1:pos:R:3:forces:R:3 method="wB97M-V/def2-TZVPD" orbital_gap_ev="5.99 / 9.40" largest_force_ev_per_a=4.67 homo_ev="-11.071 / -13.211" total_charge=+1 lumo_ev="-5.081 / -3.809" e_above_lowest_kj_mol=479.3
C 0.06089 2.59244 0.63878 -0.41 3.02 1.55
C -0.67097 1.75666 1.48064 1.08 1.65 -1.34
C 0.40293 1.53465 -0.34185 -4.34 0.71 -1.13
C -1.12821 -0.65756 0.31352 -0.25 1.21 -1.09
C 0.05791 -1.65099 0.43164 -3.87 2.61 -0.20
C -0.68121 0.81093 0.49497 2.13 -3.51 -1.22
N 0.63552 -1.83654 -0.88517 0.71 -1.95 -0.16
H 0.20380 3.72553 0.70307 -0.04 -1.85 -0.33
H -1.09087 1.96952 2.40356 -0.98 -0.06 1.53
H 0.08399 1.64250 -1.39198 0.48 0.37 0.21
H 1.38665 1.34743 -0.22386 3.29 -1.49 0.21
H -1.62931 -0.64874 -0.72950 0.54 -0.58 1.49
H -1.88854 -0.67837 1.07188 -0.48 -1.15 0.28
H 0.59805 -1.48014 1.31482 1.54 -0.40 0.68
H -0.18183 -1.59146 -1.52918 1.69 -0.71 0.46
H 0.92419 -2.92478 -0.94023 -0.47 3.17 -0.50
H 1.44184 -1.17466 -1.02225 -0.63 -1.04 -0.45